1.
31
Properties=species:S:1:pos:R:3:forces:R:3:mulliken_charge:R:1 method="wB97M-V/def2-TZVPD" e_homo_ev=-4.974 total_charge=-1 relative_energy_kcal_mol=237.6 max_force_ev_per_a=4.80 homo_lumo_gap_ha=0.286
I -1.385 1.775 1.632 -0.0172 -0.1086 -0.0897 -0.37
Br -4.001 -0.064 -0.845 0.5917 0.0671 0.1379 -0.52
Al -1.620 -0.018 -0.236 -0.5447 0.7479 -1.0978 0.23
O -1.957 -2.829 1.191 2.1422 1.7872 0.5441 -0.46
O 0.130 -2.501 -0.222 -2.0759 -0.1060 2.2920 -0.57
C 0.715 2.686 -2.888 3.1815 0.0665 2.2908 -0.70
C 0.673 1.418 -1.799 2.2852 2.6860 -0.9644 0.39
C 1.938 3.789 -2.888 0.3517 -2.6198 2.7462 -0.36
C 1.971 0.081 0.362 1.4284 0.6845 -0.2223 -0.60
C 3.170 3.699 -1.772 -3.4990 -3.2735 -0.2850 -0.43
C -0.583 0.376 -1.961 1.4143 0.8895 -0.9822 -0.40
C 3.101 2.435 -0.708 -2.4961 0.5658 -2.7029 -0.52
C -1.995 -2.372 2.590 -0.5594 -1.0650 1.1921 -0.03
C -2.981 -3.460 3.392 0.1953 -0.0900 -0.9455 -0.87
C 1.898 1.316 -0.714 -0.1292 2.4574 -2.0844 0.67
B -1.153 -1.939 0.331 1.3907 -2.9554 0.5770 0.46
H -3.480 -4.174 2.576 1.0027 1.7935 1.7446 0.24
H 3.962 2.310 0.078 -1.8979 0.2578 -1.6583 0.16
H 2.222 -0.919 -0.208 -0.8717 2.0025 1.2043 0.17
H -1.363 0.828 -2.735 1.8576 -0.8617 1.4385 0.26
H 2.009 4.679 -3.673 -0.4031 -2.2007 1.8093 0.23
H -0.161 -0.655 -2.392 -0.8815 2.1801 0.9190 0.27
H -0.141 2.780 -3.712 2.0784 -0.2727 2.0819 0.17
H -2.328 -4.173 4.068 -1.4458 1.6444 -1.1025 0.25
H 1.050 -0.013 1.077 1.6075 0.2069 -1.7165 0.01
H 4.061 4.492 -1.789 -2.2318 -2.0475 0.1317 0.24
H 0.478 -3.228 0.375 -0.8848 0.9291 -1.0763 0.25
H 2.909 0.301 1.068 -1.9797 -0.3864 -1.5023 0.29
H -2.386 -1.271 2.692 0.7379 -2.0831 -0.3074 0.11
H -3.817 -2.882 3.975 1.6828 -1.3314 -0.9316 0.26
H -0.938 -2.468 3.137 -2.0302 0.4354 -1.4403 0.16


2.
15
Properties=species:S:1:pos:R:3:forces:R:3:mulliken_charge:R:1 method="wB97M-V/def2-TZVPD" e_homo_ev=-8.494 relative_energy_kcal_mol=104.2 max_force_ev_per_a=1.67 homo_lumo_gap_ha=0.340
O 1.139 2.194 0.156 1.1565 1.1338 0.1613 -0.51
O -1.366 -0.804 -1.439 -0.0639 -0.5084 -0.3850 -0.57
C 1.562 1.040 -0.506 -0.1389 0.2576 0.0376 -0.28
C -0.494 -1.648 0.705 -0.0865 -0.3274 0.0247 -1.49
C -0.773 0.768 0.216 -0.2475 -0.3430 -0.1273 -0.93
C -0.594 -0.539 -0.307 -0.4630 -0.3271 0.2783 1.93
C 0.735 0.036 -0.645 -0.5619 1.3234 0.8446 -0.83
H 2.570 1.148 -0.904 -0.1775 -0.3688 -0.0766 0.39
H -0.037 -2.516 0.234 -0.0838 -0.1200 0.1085 0.32
H -0.732 -1.069 -2.115 -0.1984 -0.1397 -0.1554 0.39
H 0.118 -1.348 1.564 -0.1507 -0.0270 -0.2418 0.35
H 1.387 2.111 1.083 0.1392 0.1563 0.0465 0.32
H -1.253 1.541 -0.378 0.3802 -0.2716 -0.1154 0.30
H -1.507 -1.875 1.042 0.0839 -0.1856 0.0279 0.35
H -0.754 0.962 1.292 0.4124 -0.2526 -0.4279 0.26


3.
74
Properties=species:S:1:pos:R:3:forces:R:3:mulliken_charge:R:1 method="wB97M-V/def2-TZVPD" e_homo_ev="-3.015 / -2.591" total_charge=-1 relative_energy_kcal_mol=86.6 s_squared=3.778 max_force_ev_per_a=3.99 homo_lumo_gap_ha="0.199 / 0.169" spin_multiplicity=4
Co 0.975 1.156 1.719 0.3295 0.2047 1.7401 -0.16
Cl 2.306 0.654 0.078 3.8499 -0.9548 -0.3871 0.12
Cl 1.086 3.304 1.942 0.4031 2.0092 -0.0159 -0.66
Cl 1.160 -0.857 2.626 0.2966 -1.5022 0.5159 -0.65
S -2.682 1.391 -0.491 0.0650 -0.7917 -0.2737 -0.28
Si 4.045 0.092 1.499 -1.7435 0.8554 0.6692 0.43
O -1.640 1.431 3.300 0.5603 -0.1102 0.5069 -0.70
O -0.429 -3.619 -0.271 -0.1865 -0.1644 -1.7781 -0.56
O 1.966 -0.675 -2.826 -0.3109 0.3637 -0.2864 0.00
N -0.459 0.833 0.602 -2.3263 0.4049 -2.7481 1.30
N 0.811 -3.319 -2.192 -0.4858 -0.9283 0.1076 0.42
N -0.141 0.909 4.956 -0.2996 -0.0636 -0.0883 0.42
C 1.818 -0.404 -5.243 -0.7133 -0.2443 -1.2624 -0.76
C -2.281 -0.715 -3.551 -0.2826 0.5869 -0.3861 -0.72
C -1.088 -0.397 0.416 -0.8997 1.4023 0.0569 -1.00
C 0.798 1.401 5.937 0.0323 0.3229 -0.1031 -0.88
C -0.941 1.714 -3.457 0.5962 -0.2775 0.1639 -0.34
C -0.342 -3.636 -1.498 0.9881 0.1975 0.9714 0.12
C -2.965 0.463 -3.901 0.6808 -0.1203 0.2466 -0.51
C -0.926 -0.671 -3.224 0.3346 -0.2061 0.2201 1.10
C -0.701 -0.406 5.113 -0.2625 -0.3585 -0.0465 -0.86
C -2.288 1.688 -3.814 0.0074 -0.4311 -0.1985 -0.74
C -1.114 1.838 -0.003 0.2974 -1.7333 1.4101 -0.63
C 1.261 0.552 -2.930 0.9922 -0.3727 -1.1994 -1.47
C 5.725 0.674 0.928 0.2320 0.0460 -0.4807 -1.17
C 2.701 -0.878 -6.323 0.3438 -0.5601 -0.4013 -1.48
C 2.059 -3.244 -1.447 0.0526 0.0419 0.1300 -0.93
C 3.689 1.089 3.073 0.1420 -0.0700 0.1769 -1.01
C -2.331 -0.275 -0.138 0.4894 0.1179 0.2594 -0.35
C 0.926 -3.671 -3.606 -0.1165 0.2057 0.3383 -0.80
C 2.292 0.123 -4.028 -0.5985 1.4287 2.7021 1.54
C -0.204 0.530 -3.202 -1.3161 0.0709 -0.1778 -0.32
C -0.663 1.705 3.995 -0.2003 0.5204 0.1529 -0.33
C 4.140 -1.736 1.845 0.3125 -0.3487 0.0571 -0.90
C 3.646 0.790 -3.941 0.0990 -0.0796 -0.0232 -1.71
H -0.436 2.670 -3.321 -0.0773 -0.0962 -0.1846 0.44
H -1.178 -3.903 -2.184 0.0957 0.1718 0.3007 0.25
H 3.111 -0.086 -6.978 -0.1088 -0.1325 0.2502 0.37
H 6.216 -0.086 0.311 -0.0425 0.2187 -0.1288 0.28
H -1.761 -0.354 5.363 -0.1354 -0.0346 0.2057 0.26
H 1.625 1.303 -2.228 -0.1745 0.0200 -0.2184 0.97
H 6.359 0.819 1.816 -0.2885 -0.0747 -0.1268 0.34
H 3.776 1.221 -2.949 0.0062 -0.0860 0.0277 0.36
H -0.140 -0.925 5.885 -0.1135 -0.1217 0.0705 0.32
H 3.190 2.053 2.892 0.0609 -0.2861 -0.1049 0.21
H 3.680 -1.981 2.812 -0.1242 0.1937 -0.4798 0.29
H 1.373 -2.839 -4.167 -0.1426 -0.1399 0.1694 0.14
H 5.687 1.631 0.396 0.0396 -0.1802 0.0047 0.30
H -0.614 -1.301 0.782 -0.0629 0.1943 -0.0677 0.53
H 0.752 -0.470 -5.406 -0.0741 -0.0572 0.1534 0.53
H 1.224 0.549 6.475 0.0536 0.1975 -0.1613 0.27
H 5.203 -2.007 1.923 -0.0529 0.0104 -0.1953 0.40
H 3.745 1.603 -4.671 -0.0918 -0.2289 0.0476 0.34
H 0.306 2.058 6.669 0.0954 -0.0851 0.0386 0.31
H 3.090 0.520 3.799 0.0210 0.1111 -0.4564 0.24
H -0.114 2.660 3.899 -0.3261 -0.1784 0.0697 0.57
H -0.592 -0.957 4.178 -0.1043 0.0579 0.1701 0.23
H -3.015 -1.089 -0.324 -0.1363 0.2011 -0.0608 0.47
H -2.818 -1.669 -3.549 0.2303 0.2963 0.0242 0.40
H -0.729 2.850 -0.036 -0.1170 -0.1475 0.2565 0.41
H 2.797 -2.683 -2.032 -0.2800 -0.0702 0.2522 0.32
H -0.080 -3.865 -3.995 0.2341 -0.0106 -0.0667 0.31
H 1.868 -2.749 -0.489 0.1317 -0.0451 -0.2467 0.08
H 3.559 -1.433 -5.903 -0.1401 0.1948 -0.2448 0.32
H 2.449 -4.259 -1.258 -0.0967 0.1809 0.0201 0.37
H 1.557 -4.563 -3.745 -0.1862 0.0984 0.0512 0.34
H 4.458 0.073 -4.105 -0.0738 0.0565 -0.0402 0.36
H 1.606 1.974 5.465 -0.1189 -0.1468 0.0077 0.28
H -2.826 2.620 -4.021 0.2880 -0.3430 0.1287 0.35
H 3.680 -2.346 1.058 0.0399 0.0867 0.2337 0.15
H 2.136 -1.571 -6.966 0.2844 0.2062 0.0679 0.39
H 4.634 1.316 3.579 0.2114 0.0088 -0.1463 0.53
H -4.013 0.440 -4.194 0.1725 -0.0457 0.1084 0.34
H -0.402 -1.583 -2.915 -0.2590 0.5436 -0.2983 0.08


4.
54
Properties=species:S:1:pos:R:3:forces:R:3:mulliken_charge:R:1 method="wB97M-V/def2-TZVPD" e_homo_ev="-6.694 / -7.442" s_squared=6.040 max_force_ev_per_a=0.54 homo_lumo_gap_ha="0.247 / 0.239" spin_multiplicity=5
Br -2.190 -4.369 5.007 -0.0024 -0.0014 0.0057 -0.18
Br 0.329 -4.417 2.799 -0.0115 0.0122 0.0006 -0.15
Br -4.145 -1.693 5.149 -0.0050 0.0003 0.0090 -0.18
Br -3.540 0.857 3.058 0.0040 -0.0052 0.0018 -0.16
Cr 0.203 -0.291 0.035 -0.1860 -0.0540 0.5046 -0.61
S 3.851 -1.418 -2.583 0.0214 -0.0147 -0.0031 -0.23
S 3.044 0.755 3.431 0.0331 0.0226 0.0111 -0.23
O 0.385 -1.844 1.202 0.0461 0.0737 -0.2832 -0.62
O -1.202 0.217 1.247 0.0433 -0.0524 0.0222 -0.67
N 0.528 1.648 2.938 -0.0183 -0.0069 0.0135 -0.34
N -0.455 1.138 -1.326 0.0532 0.0958 -0.1779 1.29
N -1.065 -1.344 -1.142 -0.0568 -0.0512 -0.0303 0.74
N -1.416 0.743 -2.154 0.0291 -0.0101 0.0381 -1.02
N 1.712 0.524 1.267 -0.0694 -0.0352 0.0449 0.58
N 1.949 -0.652 -1.064 0.1522 -0.0756 -0.0317 1.10
N 1.257 -1.083 -3.264 -0.0173 -0.0220 -0.0295 -0.34
C 1.613 1.001 2.488 0.0016 0.0442 -0.0665 0.08
C 3.791 -0.044 2.090 0.0280 0.0084 0.0236 -0.10
C 3.113 -0.619 -0.300 -0.0745 0.0302 0.0071 -0.87
C -0.671 4.760 -2.074 -0.0068 -0.0065 -0.0072 -0.59
C -0.608 -1.884 2.077 0.0022 -0.0137 0.0184 0.02
C -2.751 -1.121 -2.831 -0.0204 -0.0133 -0.0021 -0.86
C -2.724 -1.787 3.913 -0.0014 0.0115 -0.0170 0.33
C -1.359 -2.650 -1.035 -0.0059 0.0209 0.0022 -0.48
C -3.040 -2.454 -2.713 -0.0118 0.0075 -0.0133 -0.24
C -0.159 2.505 -1.400 -0.0144 -0.0834 -0.0220 0.22
C -1.740 -0.565 -2.023 -0.0151 0.0637 -0.0351 0.09
C -1.007 3.418 -2.035 0.0118 0.0215 0.0157 -0.54
C -1.471 -0.766 2.113 0.0379 0.0270 -0.0646 0.41
C 0.502 5.220 -1.489 -0.0019 0.0000 0.0030 -0.48
C -2.500 -0.717 3.035 -0.0101 -0.0042 0.0425 -0.03
C 1.022 2.969 -0.815 0.0174 0.0275 -0.0092 0.02
C 1.346 4.314 -0.861 0.0057 -0.0055 0.0036 -0.98
C -0.843 -2.945 2.939 0.0100 -0.0110 0.0149 0.07
C -2.330 -3.247 -1.800 0.0119 -0.0140 0.0139 -0.98
C 2.943 -0.075 1.046 -0.0097 0.0045 -0.0345 -0.20
C 2.194 -1.016 -2.299 -0.0243 0.0274 0.0479 0.26
C -1.901 -2.903 3.857 0.0147 -0.0066 -0.0123 0.30
C 4.227 -1.015 -0.943 0.0236 -0.0083 0.0121 -0.17
H 1.688 2.267 -0.333 -0.0058 0.0035 0.0024 0.32
H 5.236 -1.062 -0.573 0.0033 0.0020 -0.0077 0.47
H -3.820 -2.893 -3.322 0.0023 -0.0042 0.0015 0.39
H 1.546 -1.233 -4.214 0.0005 0.0147 -0.0035 0.26
H -3.276 -0.470 -3.516 0.0004 0.0004 0.0010 0.54
H 0.430 1.812 3.924 -0.0009 -0.0004 0.0011 0.25
H -0.778 -3.197 -0.303 0.0009 0.0009 -0.0057 0.60
H -1.925 3.062 -2.478 -0.0065 -0.0072 -0.0063 0.43
H -2.536 -4.300 -1.680 -0.0049 0.0003 -0.0064 0.45
H 0.401 -0.564 -3.126 0.0208 -0.0096 0.0085 0.18
H -0.327 1.488 2.399 0.0053 -0.0011 0.0054 0.24
H 2.266 4.656 -0.403 0.0017 0.0017 -0.0023 0.39
H 4.788 -0.444 2.165 -0.0017 -0.0068 -0.0051 0.47
H 0.754 6.272 -1.520 0.0008 0.0002 -0.0021 0.38
H -1.340 5.459 -2.561 -0.0005 0.0018 0.0022 0.37